No. 1
DFT (ωB97M-V/def2-TZVPD) results for C7H18CdO8S as an isolated structure.

LUMO, eV: 4.72
Net charge: -2

Geometry as XYZ:
```
35
Properties=species:S:1:pos:R:3:mulliken_charge:R:1
Cd -0.03000 0.96287 0.80072 1.113
O -1.48057 2.27900 0.10634 -0.907
C -0.78517 3.52373 -0.07614 -0.534
C 0.80556 3.50338 -0.14323 -0.632
O 1.58140 2.45866 0.47063 -0.852
H -1.01542 4.00066 0.87655 0.280
H -1.26673 4.17993 -0.80113 0.353
H 1.15578 4.49512 0.14296 0.334
H 1.07203 3.47943 -1.19988 0.273
S 1.17413 0.72079 3.15815 1.227
O 1.28019 -0.04196 1.95524 -0.724
O 1.12516 -0.09600 4.33747 -0.760
O 2.26119 1.70782 3.20063 -0.734
O -0.10948 1.39264 2.90925 -0.749
C 0.17921 -1.68182 -2.59248 -1.514
C 0.86588 -1.20566 -1.33998 1.018
C 2.40768 -1.17799 -1.39905 -1.609
O 0.38842 0.04909 -1.10033 -0.182
H 0.38427 -1.10643 -3.49524 0.463
H -0.88644 -1.72461 -2.36741 0.287
H 0.56651 -2.67346 -2.82648 0.375
H 0.48718 -1.70862 -0.45019 -0.040
H 2.89150 -2.15180 -1.47464 0.393
H 2.96829 -0.71517 -0.58688 0.390
H 2.89023 -0.66423 -2.23050 0.360
H 0.32836 0.50929 -1.94069 0.157
C -2.20227 -2.94704 0.48860 -1.097
C -2.27240 -1.38688 0.47678 -0.346
O -1.28056 -0.73405 1.22296 -0.129
H -1.36786 -3.29420 -0.12079 0.206
H -3.11077 -3.38963 0.08016 0.379
H -2.17033 -3.43591 1.46229 0.359
H -3.28799 -1.19575 0.82340 0.420
H -2.18446 -0.92677 -0.50743 0.191
H -1.36250 -1.00448 2.14044 0.229
```

***

No. 2
DFT (ωB97M-V/def2-TZVPD) results for a 4-piece molecular cluster, C7H18Cl4O3 overall.

LUMO, eV: 0.01
Energy above the lowest of the compared OMol25 structures with the same formula, charge and spin, kJ/mol: 43.8
Net charge: 0
SMILES: ClC(Cl)(Cl)Cl.CCO.CCO.CCO

Geometry as XYZ:
```
32
Properties=species:S:1:pos:R:3:mulliken_charge:R:1
Cl 5.22923 17.72485 -7.03491 -0.085
C 5.10187 19.44604 -6.53086 0.341
Cl 6.81154 20.05735 -6.55464 -0.121
Cl 4.04797 20.30077 -7.67308 -0.071
Cl 4.64962 19.55731 -4.81626 -0.085
C 0.48150 15.67297 -9.73588 -1.010
C -1.03570 15.40805 -9.52785 -0.170
O -1.30614 15.50448 -8.15475 -0.510
H 0.99632 14.95314 -9.09957 0.304
H 0.75165 16.68404 -9.43112 0.167
H 0.82327 15.46011 -10.74878 0.398
H -1.36236 14.41760 -9.84470 0.240
H -1.65423 16.20348 -9.94356 0.385
H -1.95458 16.20154 -8.03135 0.240
C -2.05745 10.95816 -6.56592 -1.387
C -1.50950 12.37022 -6.71713 0.114
O -2.24839 12.99205 -7.72879 -0.636
H -1.95303 10.35315 -7.46657 0.333
H -3.10136 10.97184 -6.25261 0.334
H -1.52022 10.42718 -5.78009 0.376
H -0.48384 12.27815 -7.07438 0.216
H -1.70612 12.94562 -5.81249 0.239
H -1.77496 13.81897 -7.84567 0.360
C 1.75945 17.00249 -6.72699 -0.527
C 1.17673 16.04465 -5.64979 -0.425
O 0.69851 15.01965 -6.38629 -0.467
H 1.02206 17.28541 -7.47819 0.075
H 2.58582 16.53810 -7.26510 0.214
H 2.08273 17.89290 -6.18777 0.292
H 0.39259 16.52014 -5.06061 0.278
H 1.99997 15.63793 -5.06246 0.288
H -0.05245 15.33048 -6.89721 0.304
```

***

No. 3
DFT (ωB97M-V/def2-TZVPD) results for C7H18ClEuIO2P as an isolated structure.

LUMO (spin up / spin down), eV: -7.12 / -9.90
Energy above the lowest of the compared OMol25 structures with the same formula, charge and spin, kJ/mol: 18.3
2S+1: 7
Net charge: +2
Expectation value of S²: 12.01

Geometry as XYZ:
```
31
Properties=species:S:1:pos:R:3:mulliken_charge:R:1
C -1.42203 1.48209 1.29393 -0.931
I -0.97972 -1.25264 1.66671 0.093
H -0.67908 1.37964 0.48402 0.230
H -0.89395 1.60592 2.24912 0.477
H -1.98384 2.40214 1.07707 0.323
Eu 3.29427 0.62453 -0.12907 1.303
P -1.41442 -0.04290 -1.60192 0.721
C -2.95123 -1.04606 -1.69355 -1.067
C -1.75194 1.07355 -3.02007 -1.211
H 0.72820 -0.81249 -2.43158 0.230
H -0.63238 -1.41215 -3.44583 0.412
H -0.28100 -2.18038 -1.85344 0.391
C -0.28089 -1.24235 -2.41966 -1.018
H -0.82892 1.60022 -3.28647 0.353
H -2.12967 0.47676 -3.85944 0.465
H -3.41735 -0.89639 -2.67565 0.394
H -3.63886 -0.72485 -0.90244 0.332
H -2.50861 1.80391 -2.70659 0.377
H -2.70808 -2.10382 -1.54771 0.416
C -2.36781 0.35967 1.37664 0.477
O -3.56556 0.28978 1.35501 -0.404
Cl 1.47897 1.78484 -1.49086 -0.569
C 4.22562 -0.50792 2.54686 -1.465
C 2.77301 -0.33538 2.93547 0.150
O 2.05090 0.22046 1.80034 -0.177
H 4.36238 -1.20661 1.70203 0.336
H 4.76378 -0.93777 3.39251 0.344
H 4.71503 0.45599 2.32409 0.360
H 2.29797 -1.28224 3.22327 0.349
H 2.67133 0.37278 3.76838 0.306
H 1.07386 0.05166 1.86886 0.003
```